<one>
Here is one molecule with the formula C6H14O from OMol25. Energies are from ωB97M-V with the def2-TZVPD basis set.

Calculated values
**SMILES string**: CC(C)C[C@@H](C)O
**M**: 102.18 g/mol

Structure (ORCA input):
```
! wB97M-V def2-TZVPD RIJCOSX def2/J DEFGRID3
* xyz 0 1
C 1.0981 -1.8123 1.5028
C 0.7691 -0.4987 0.7848
C 0.3169 0.6497 1.6887
C -0.3008 -0.5789 -0.2956
C -0.1653 0.6149 -1.2851
C -1.3828 0.6962 -2.1755
O 0.2250 1.9260 -0.8283
H 1.8216 -1.6257 2.3063
H 1.5679 -2.5248 0.8122
H 0.2276 -2.3094 1.9480
H 1.6943 -0.2038 0.2688
H 0.9646 0.8204 2.5467
H -0.7154 0.4740 2.0201
H 0.3124 1.5625 1.0927
H -1.2979 -0.6831 0.1661
H -0.1869 -1.4748 -0.9284
H 0.7218 0.3460 -1.8612
H -2.2456 1.1044 -1.6303
H -1.6537 -0.3095 -2.5078
H -1.1734 1.3253 -3.0422
H -0.5296 2.5138 -0.6814
*
```


<two>
Here is one molecule with the formula C6H14O from OMol25. Energies are from ωB97M-V with the def2-TZVPD basis set.

Calculated values
**SMILES string**: CCCCCOC
**M**: 102.18 g/mol

Structure (ORCA input):
```
! wB97M-V def2-TZVPD RIJCOSX def2/J DEFGRID3
* xyz 0 1
C -3.4657 -0.0977 -0.4627
C -2.2611 -0.3964 0.4243
C -0.9462 -0.1734 -0.3188
C 0.2792 -0.2884 0.5834
C 1.5645 0.0251 -0.1609
O 2.6204 0.1214 0.7630
C 3.8062 0.5835 0.1750
H -4.4113 -0.2371 0.0707
H -3.4756 -0.7434 -1.3494
H -3.4268 0.9413 -0.8125
H -2.2874 0.2542 1.3100
H -2.3019 -1.4288 0.7999
H -0.8718 -0.8914 -1.1498
H -0.9650 0.8266 -0.7791
H 0.3331 -1.2922 1.0235
H 0.1953 0.4195 1.4184
H 1.7774 -0.7461 -0.9236
H 1.4462 0.9849 -0.6955
H 4.2210 -0.1443 -0.5410
H 4.5274 0.7465 0.9797
H 3.6419 1.5359 -0.3547
*
```


Which one sits at the top of the stability order? <one> does.


<one>
Here is one molecule with the formula C6H14O from OMol25. Energies are from ωB97M-V with the def2-TZVPD basis set.

Calculated values
**SMILES string**: CCCCCOC
**M**: 102.18 g/mol

Structure (ORCA input):
```
! wB97M-V def2-TZVPD RIJCOSX def2/J DEFGRID3
* xyz 0 1
C 2.8986 -1.7353 -0.8654
C 2.1347 -0.4243 -0.6961
C 0.6608 -0.6727 -0.3996
C -0.1500 0.5927 -0.1877
C -1.5981 0.2082 0.1600
O -2.1777 1.2566 0.8346
C -3.3899 0.7646 1.3264
H 3.9590 -1.5534 -1.0730
H 2.4769 -2.3234 -1.6921
H 2.8211 -2.3444 0.0461
H 2.5736 0.1662 0.1230
H 2.2266 0.1897 -1.6053
H 0.2048 -1.2492 -1.2204
H 0.5524 -1.2817 0.5085
H -0.0711 1.2474 -1.0841
H 0.2525 1.1864 0.6464
H -2.1771 -0.0720 -0.7565
H -2.0329 -0.7715 0.9479
H -4.1026 0.6442 0.4672
H -3.7724 1.5680 1.9924
H -3.0241 -0.3523 1.5294
*
```


<two>
Here is C6H14O as an isolated structure from OMol25. Energies are from ωB97M-V with the def2-TZVPD basis set.

Calculated values
**M**: 102.18 g/mol

Structure (ORCA input):
```
! wB97M-V def2-TZVPD RIJCOSX def2/J DEFGRID3
* xyz 0 1
C -0.3351 -2.1428 -0.6814
C 0.0332 -1.5602 0.7035
C 1.0940 -0.4602 0.7362
C 0.6157 0.8743 0.1681
C 0.1604 1.8866 0.9371
C 0.8593 1.1403 -1.2865
H -0.6476 -1.2937 -1.2895
H -1.1825 -2.8064 -0.5312
H 0.4362 -2.6982 -1.2225
H -0.9059 -1.0254 0.9430
H 0.0729 -2.3774 1.4226
H 1.4537 -0.2847 1.7503
H 1.9520 -0.7336 0.1041
H 0.4234 2.9010 0.6499
H 0.2173 1.7113 2.0080
H -0.1016 1.4641 -1.7069
H 1.6444 1.8999 -1.4174
H 1.1410 0.2897 -1.9094
H -0.7917 1.0811 0.2075
H -2.6934 1.0361 -0.2845
O -1.9669 0.4055 -0.2757
*
```


<three>
Here is C6H14O as an isolated structure from OMol25. Energies are from ωB97M-V with the def2-TZVPD basis set.

Calculated values
**M**: 102.18 g/mol

Structure (ORCA input):
```
! wB97M-V def2-TZVPD RIJCOSX def2/J DEFGRID3
* xyz 0 1
C 2.4003 -1.4863 -0.7114
O 1.1614 -1.1008 -0.4978
C 0.7841 -0.0449 0.1506
C -0.6902 0.2275 0.2801
C -0.8650 1.7264 0.5579
C -1.4228 -0.1522 -1.0118
C -1.2700 -0.5801 1.4590
H 2.5450 0.4113 -1.5894
H 2.4756 -2.4161 -1.2566
H 3.1622 -1.1617 -0.0093
H 2.0337 0.9457 -1.3535
H 1.5065 0.4046 0.8328
H -0.3148 2.0306 1.4570
H -1.9231 1.9644 0.7175
H -0.4989 2.3251 -0.2833
H -1.3120 -1.2191 -1.2312
H -1.0262 0.4114 -1.8633
H -2.4927 0.0674 -0.9178
H -1.1455 -1.6558 1.2908
H -2.3409 -0.3745 1.5812
H -0.7668 -0.3228 2.3988
*
```


Which one sits at the top of the stability order? <one> does.


<one>
Here is one molecule with the formula C6H14O from OMol25. Energies are from ωB97M-V with the def2-TZVPD basis set.

Calculated values
**SMILES string**: CCCCCOC
**M**: 102.18 g/mol

Structure (ORCA input):
```
! wB97M-V def2-TZVPD RIJCOSX def2/J DEFGRID3
* xyz 0 1
C -3.4907 -0.1810 -0.4679
C -2.2685 -0.3514 0.4309
C -0.9559 -0.1033 -0.3111
C 0.2672 -0.1614 0.6030
C 1.5621 0.1032 -0.1447
O 2.6248 0.1751 0.7758
C 3.8453 0.4628 0.1468
H -4.4223 -0.3632 0.0784
H -3.4543 -0.8778 -1.3137
H -3.5378 0.8348 -0.8791
H -2.3357 0.3393 1.2826
H -2.2591 -1.3631 0.8589
H -0.8546 -0.8365 -1.1255
H -1.0014 0.8845 -0.7935
H 0.3314 -1.1402 1.0963
H 0.1682 0.5900 1.3970
H 1.7489 -0.6953 -0.8860
H 1.4872 1.0536 -0.7048
H 4.1511 -0.3435 -0.5395
H 4.6039 0.5722 0.9259
H 3.7902 1.4011 -0.4297
*
```


<two>
Here is one molecule with the formula C6H14O from OMol25. Energies are from ωB97M-V with the def2-TZVPD basis set.

Calculated values
**SMILES string**: CC(C)CCCO
**M**: 102.18 g/mol

Structure (ORCA input):
```
! wB97M-V def2-TZVPD RIJCOSX def2/J DEFGRID3
* xyz 0 1
C 2.4168 -0.5092 -0.5148
C 0.9603 -0.9090 -0.7755
C 0.7735 -2.4101 -0.6042
C 0.0827 -0.1743 0.2929
C -0.5612 1.0635 -0.3314
C -1.3977 1.9123 0.6086
O -2.4620 1.2062 1.2294
H 3.0371 -0.6902 -1.4000
H 2.8220 -1.1228 0.2910
H 2.4942 0.5614 -0.3456
H 0.5955 -0.5691 -1.7411
H 1.5569 -2.9861 -1.0973
H -0.1720 -2.7571 -1.0424
H 0.6611 -2.6990 0.4450
H 0.6839 0.0972 1.1608
H -0.7376 -0.8506 0.5540
H 0.2276 1.6707 -0.8043
H -1.1459 0.8434 -1.2390
H -0.7171 2.2001 1.4329
H -1.7313 2.8539 0.1959
H -2.2122 0.2878 1.3767
*
```


Which one sits at the top of the stability order? <one> does.


<one>
Here is a 2-piece molecular cluster, C6H14O overall from OMol25. Energies are from ωB97M-V with the def2-TZVPD basis set.

Calculated values
**SMILES string**: C[C@H]1C[C@@H](C)C1.O
**M**: 102.18 g/mol

Structure (ORCA input):
```
! wB97M-V def2-TZVPD RIJCOSX def2/J DEFGRID3
* xyz 0 1
C 1.4756 1.5722 1.7813
C 0.9945 0.7812 0.5915
C -0.4123 0.8800 -0.0041
C -0.1051 -0.6719 -0.5225
C -1.0110 -1.9112 -0.7262
C 0.7549 -0.7154 0.7303
H 1.5356 2.6442 1.5672
H 2.4844 1.2235 2.0326
H 0.8338 1.4189 2.6549
H 1.6789 0.9421 -0.2533
H -0.5668 1.8004 -0.6030
H -1.1870 0.9022 0.7769
H 0.5460 -0.6059 -1.4048
H -2.0041 -1.8280 -0.2752
H -0.5278 -2.7763 -0.2421
H -1.1320 -2.1919 -1.7805
H 0.0757 -0.8897 1.5780
H 1.5946 -1.4090 0.7736
O -1.5501 0.3544 -2.5986
H -1.2223 0.7139 -1.7641
H -2.2555 -0.2337 -2.3116
*
```


<two>
Here is one molecule with the formula C6H14O from OMol25. Energies are from ωB97M-V with the def2-TZVPD basis set.

Calculated values
**SMILES string**: CC(C)C[C@@H](C)O
**M**: 102.18 g/mol

Structure (ORCA input):
```
! wB97M-V def2-TZVPD RIJCOSX def2/J DEFGRID3
* xyz 0 1
C -2.3708 0.0364 -1.1447
C -1.0906 -0.4827 -0.4735
C -1.2161 -0.5598 1.0476
C 0.1615 0.3625 -0.6821
C 1.4310 -0.2346 0.0539
C 2.4894 0.8281 0.1860
O 1.4525 -0.9444 1.3638
H -3.2180 -0.5981 -0.8530
H -2.3244 0.0268 -2.2421
H -2.6121 1.0601 -0.8298
H -0.8863 -1.4804 -0.8911
H -2.0136 -1.2129 1.3905
H -1.3679 0.4606 1.4296
H -0.2736 -0.9340 1.4714
H -0.0506 1.4055 -0.3910
H 0.4361 0.4280 -1.7549
H 1.7167 -1.0833 -0.5672
H 2.1295 1.5657 0.9178
H 2.6959 1.3580 -0.7462
H 3.3937 0.3585 0.5733
H 1.5177 -0.3600 2.1420
*
```


Which one sits at the top of the stability order? <two> does.


<one>
Here is one molecule with the formula C4H6Cl2O from OMol25. Energies are from ωB97M-V with the def2-TZVPD basis set.

Calculated values
**SMILES string**: C=C(Cl)[C@@H](O)CCl
**M**: 141.00 g/mol

Structure (ORCA input):
```
! wB97M-V def2-TZVPD RIJCOSX def2/J DEFGRID3
* xyz 0 1
C 0.6306 1.8373 -1.1655
C 0.0513 0.6803 -0.8416
Cl -0.8969 -0.2906 -1.9651
C -0.2052 -0.0020 0.6158
O -1.5265 0.0992 0.9047
C 0.4028 -1.4161 0.5878
Cl 0.3299 -2.1441 2.2295
H 0.3989 2.0516 -2.1229
H 1.1084 2.6074 -0.4988
H 0.3565 0.5731 1.3400
H -2.0080 -0.7769 0.8570
H -0.1825 -1.8935 -0.1541
H 1.5406 -1.3259 0.2130
*
```


<two>
Here is one molecule with the formula C4H6Cl2O from OMol25. Energies are from ωB97M-V with the def2-TZVPD basis set.

Calculated values
**SMILES string**: CC1(O)[C@@H](Cl)[C@@H]1Cl
**M**: 141.00 g/mol

Structure (ORCA input):
```
! wB97M-V def2-TZVPD RIJCOSX def2/J DEFGRID3
* xyz 0 1
C 0.8303 1.2631 -0.0054
C -0.1851 0.1489 -0.3360
O -0.8669 0.2953 -1.5257
C -0.9794 -0.6942 0.8946
Cl -2.5663 -1.1259 0.3274
C 0.1908 -1.4081 0.1240
Cl 1.7179 -1.6634 1.0350
H 1.0448 1.2867 1.0322
H 0.5429 2.2715 -0.3350
H 1.7321 1.0064 -0.4906
H -0.3892 1.1191 -1.9758
H -1.0427 -0.3185 1.8676
H -0.0293 -2.1809 -0.6122
*
```


Which one sits at the top of the stability order? <one> does.